[1]
A single C10H18O3 molecule in a non-equilibrium geometry, computed with ωB97M-V/def2-TZVPD.

Cartesian coordinates (Å):
C 1.03245 3.69283 -1.11594
C 0.53999 2.67195 -0.12556
C 1.51383 1.49916 -0.11111
C 1.31960 0.51320 -1.21737
C -0.14577 0.02826 -1.41234
C -0.93730 -0.49858 -0.23668
C -0.19014 -1.48230 0.59738
C -0.12291 -2.89958 0.00882
O -1.32873 -3.54846 0.49209
O -2.33702 -2.56826 0.78672
C -2.03857 -1.99221 2.03750
C -0.50243 -1.76948 2.02485
O 0.51120 -0.74914 1.79707
H 0.57795 4.63953 -1.05931
H 2.09611 3.78304 -1.01100
H 0.90335 3.39578 -2.11496
H 0.66496 3.05271 0.92455
H -0.54856 2.51654 -0.24747
H 1.23403 0.81624 0.72906
H 2.55079 1.73556 0.00499
H 1.93975 -0.44133 -0.99948
H 1.72745 0.86499 -2.24307
H -0.77156 0.97038 -1.76695
H -0.18470 -0.73869 -2.23807
H -1.34201 0.29224 0.43499
H -1.83797 -0.91781 -0.60464
H 0.70243 -3.57247 0.37028
H -0.02450 -2.96969 -1.10859
H -2.65689 -1.08229 2.05069
H -2.31872 -2.59293 2.87563
H -0.02613 -2.64919 2.47790

Forces on atoms 1 to 3 (eV/Å):
C 0.4217 -0.3257 0.4701
C 0.8285 0.9884 1.5970
C -2.3624 -2.4057 0.9535

As for the energy above the lowest of the compared OMol25 structures with the same formula, charge and spin: 6.8820 eV. The LUMO energy comes out at 0.92 eV. As for the charge: 0. The calculation puts the orbital gap at 10.7 eV.

[2]
A single C18H22BrN3O3S2 molecule in a non-equilibrium geometry, computed with ωB97M-V/def2-TZVPD.

Cartesian coordinates (Å):
C -6.23067 -4.69285 -0.33765
C -5.50142 -3.39627 -0.15257
C -6.10689 -2.19154 -0.48942
C -5.46092 -0.98279 -0.31256
C -4.17373 -0.95996 0.21517
N -3.44374 0.21497 0.42713
C -3.78427 1.49379 0.13025
O -4.82915 1.83933 -0.37716
C -2.68895 2.50030 0.49961
N -2.15350 3.12062 -0.69768
C -1.28573 4.24930 -0.46019
C 0.05057 3.96452 0.24694
C 0.87305 2.88902 -0.46259
N 0.23535 1.59424 -0.39646
S 0.47501 0.66959 0.93072
O -0.64127 -0.21990 1.10331
O 0.88470 1.49380 2.02234
C 1.85860 -0.33547 0.45993
C 1.84267 -1.58640 -0.07647
C 3.13039 -2.05477 -0.40819
C 4.08931 -1.13040 -0.11867
Br 5.92715 -1.31191 -0.40058
S 3.44020 0.32317 0.57056
C -0.67612 1.17042 -1.42737
C -1.75753 2.23550 -1.75989
C -3.55649 -2.16198 0.55499
C -4.21562 -3.36165 0.37236
H -7.00701 -4.79824 0.42054
H -6.71247 -4.72730 -1.31308
H -5.55202 -5.53782 -0.25065
H -7.10693 -2.19860 -0.89875
H -5.94458 -0.05822 -0.57889
H -2.52686 0.05216 0.83410
H -3.16122 3.29453 1.08686
H -1.92057 2.01532 1.12220
H -1.84680 4.97304 0.13849
H -1.08212 4.70911 -1.43229
H 0.63009 4.88831 0.28428
H -0.12346 3.63246 1.27078
H 1.02945 3.14358 -1.51483
H 1.84719 2.79889 0.02610
H 0.93651 -2.14715 -0.21076
H 3.33862 -3.01900 -0.83418
H -0.11948 0.92482 -2.34258
H -1.14114 0.25786 -1.05557
H -1.39898 2.86483 -2.57803
H -2.64780 1.70788 -2.11563
H -2.55598 -2.14056 0.96457
H -3.72367 -4.28536 0.64302

Forces on atoms 1 to 3 (eV/Å):
C -0.0411 0.0395 0.0487
C -0.0089 -0.0167 -0.0411
C 0.1820 -0.1634 0.0845

As for the energy above the lowest of the compared OMol25 structures with the same formula, charge and spin: 0.0000 eV. The LUMO energy comes out at 0.12 eV. As for the charge: 0. The calculation puts the orbital gap at 8.2 eV.

[3]
A molecular structure, C5H7NO, computed with ωB97M-V/def2-TZVPD.

Cartesian coordinates (Å):
O 0.91346 -0.96387 -1.63790
C 0.00669 -0.02620 -1.12735
C -1.10548 -0.44034 -0.19687
C -0.64844 -0.32216 1.20995
C 0.81307 0.05970 1.22353
C 0.41470 0.91528 0.01414
N -1.05782 0.90026 0.47550
H 0.86486 -0.92761 -2.60041
H -0.42803 0.59080 -1.92305
H -2.03986 -0.92865 -0.45741
H -1.25808 -0.69323 2.02928
H 1.57154 -0.71822 1.09809
H 1.04159 0.69108 2.08795
H 0.91180 1.86316 -0.19545

Forces on atoms 1 to 3 (eV/Å):
O 0.1040 -0.0494 -0.1927
C -0.2230 0.2927 0.1863
C -0.2908 -0.2269 -0.1747

As for the energy above the lowest of the compared OMol25 structures with the same formula, charge and spin: 2.9454 eV. The LUMO energy comes out at 0.77 eV. As for the charge: 0. The calculation puts the orbital gap at 10.4 eV.

[4]
4 unconnected molecules or ions with the total composition C59H50BCl2FNO12 in a non-equilibrium geometry, computed with ωB97M-V/def2-TZVPD.

Cartesian coordinates (Å):
C 0.83364 5.35539 2.75920
C -0.19336 4.53448 2.63065
C -1.50756 4.91978 2.08171
O -2.51083 4.75221 2.70837
O -1.49163 5.46926 0.86246
C -2.56631 5.10177 -0.01365
C -1.98356 4.82490 -1.39498
C -0.73962 3.93750 -1.24184
C -0.26759 3.27204 -2.52828
C 1.16875 2.72465 -2.33375
C 1.15301 1.20954 -2.19132
N 2.40364 0.63015 -1.75536
C 2.56790 -0.77454 -2.12075
B 1.49911 -1.72130 -1.39751
O 1.89278 -2.67726 -0.45753
O 0.18361 -1.62629 -1.73220
C 2.88127 0.96575 -0.41494
C 3.90031 -0.04146 0.15002
C 4.61126 0.35524 1.41970
F 3.75249 0.46600 2.50608
C 1.62571 0.91708 0.56598
O 0.88399 1.90580 0.65075
O 1.42079 -0.22999 1.05300
C 3.65290 2.30329 -0.42805
Cl 3.31432 3.50114 0.78241
C 4.62717 2.62219 -1.27620
C 5.38669 3.91743 -1.27303
Cl 5.16133 1.52995 -2.52024
H 0.86037 6.34535 2.32471
H 1.70057 5.05532 3.32906
H -0.11893 3.51002 2.96554
H -3.05146 4.19357 0.33907
H -3.30391 5.90339 -0.02565
H -2.74766 4.35241 -2.01007
H -1.67193 5.77680 -1.82930
H 0.05685 4.56823 -0.86114
H -0.93907 3.15929 -0.50689
H -0.91127 2.42087 -2.76381
H -0.29190 3.96180 -3.37291
H 1.76411 2.98932 -3.21173
H 1.59346 3.22893 -1.47442
H 0.28078 0.89757 -1.60390
H 0.95040 0.81965 -3.19366
H 2.37421 -0.86194 -3.19841
H 3.58488 -1.13597 -2.00538
H 1.77914 -2.34054 0.44366
H -0.35300 -2.15001 -1.12758
H 3.43360 -1.00353 0.31000
H 4.69613 -0.22523 -0.57416
H 5.19674 1.27307 1.36569
H 5.32150 -0.44474 1.64783
H 5.89374 4.02206 -2.23025
H 6.16280 3.91333 -0.50899
H 4.71721 4.76406 -1.16618
C 3.64188 -1.20187 -6.63547
C 3.76816 -0.29529 -5.58865
C 3.28271 0.99426 -5.72226
C 2.67874 1.38613 -6.90976
C 2.56916 0.48071 -7.97022
C 3.04452 -0.81587 -7.82348
C 1.96341 0.88698 -9.26741
O 1.86129 0.10325 -10.18933
C 1.48858 2.29441 -9.40866
C 0.96627 2.71373 -10.62590
C 0.50923 4.01171 -10.77146
C 0.56468 4.89595 -9.69882
C 1.08833 4.48475 -8.48553
C 1.55897 3.18650 -8.33809
C 2.14793 2.77287 -7.02926
O 2.19404 3.54846 -6.09986
H 4.01396 -2.21181 -6.52323
H 4.24266 -0.59405 -4.66350
H 3.37553 1.69773 -4.90482
H 2.94625 -1.51416 -8.64291
H 0.92325 2.01894 -11.45305
H 0.10634 4.33764 -11.72150
H 0.20062 5.90863 -9.81251
H 1.13862 5.16553 -7.64716
C -1.28572 -6.89073 5.39756
C -0.94508 -6.87132 4.04929
C -0.20707 -5.81932 3.53371
C 0.18395 -4.77635 4.36312
C -0.17407 -4.78665 5.71281
C -0.90103 -5.85198 6.22723
C 0.19326 -3.65206 6.61380
O -0.11389 -3.67260 7.78877
C 0.92233 -2.49993 6.02032
C 1.21347 -1.39758 6.81367
C 1.88640 -0.31280 6.27025
C 2.28237 -0.33384 4.93803
C 1.99415 -1.42696 4.14091
C 1.31051 -2.50817 4.67431
C 0.97778 -3.65195 3.78789
O 1.31843 -3.67596 2.62280
H -1.85926 -7.71569 5.79909
H -1.25730 -7.67903 3.40012
H 0.06538 -5.79630 2.48742
H -1.16945 -5.85501 7.27417
H 0.90074 -1.38979 7.84863
H 2.09951 0.55207 6.88503
H 2.79540 0.50896 4.50007
H 2.28543 -1.42476 3.09923
C -9.24981 -3.99681 5.47055
C -8.44020 -4.82710 6.23892
C -7.07233 -4.85005 6.03003
C -6.50740 -4.05003 5.04504
C -7.32173 -3.23212 4.26123
C -8.69248 -3.20209 4.48413
C -6.74482 -2.39424 3.16774
O -7.45946 -1.68208 2.49362
C -5.27797 -2.46912 2.93074
C -4.72134 -1.73866 1.88820
C -3.35589 -1.78535 1.66050
C -2.53782 -2.55824 2.47706
C -3.08845 -3.29165 3.51551
C -4.45697 -3.25713 3.74389
C -5.02766 -4.07660 4.84694
O -4.32065 -4.75329 5.56423
H -10.31828 -3.97406 5.64082
H -8.87907 -5.45522 7.00311
H -6.43433 -5.48761 6.62611
H -9.31417 -2.55682 3.87927
H -5.36177 -1.13587 1.25977
H -2.92337 -1.21513 0.84923
H -1.46925 -2.58475 2.30161
H -2.45358 -3.89115 4.15460

Forces on atoms 1 to 3 (eV/Å):
C 0.1173 0.1090 0.0228
C 0.5519 0.0885 -0.0611
C 0.2611 0.1390 -0.0476

The LUMO energy comes out at 0.60 eV. As for the charge: -1. The calculation puts the orbital gap at 5.4 eV.

[5]
A gas-phase ion, C2H6N2OP (charge -1) in a non-equilibrium geometry, computed with ωB97M-V/def2-TZVPD.

Cartesian coordinates (Å):
C -0.76551 0.40521 0.76598
C -0.06321 0.99451 -0.46895
N 0.08189 -0.46250 1.50013
N 0.43987 -1.66546 -0.30505
O 1.24830 -2.59327 -0.07896
P 0.95642 -0.32682 -1.30118
H -1.12931 1.25484 1.38243
H -1.64261 -0.16833 0.44925
H -0.75982 1.47445 -1.16486
H 0.66348 1.75398 -0.14192
H 0.98699 -0.00649 1.64134
H -0.01648 -0.66013 -2.27822

Forces on atoms 1 to 3 (eV/Å):
C 0.0511 0.4291 -0.0184
C 0.1668 0.1734 -0.0104
N 0.4208 -0.7271 -0.3369

As for the energy above the lowest of the compared OMol25 structures with the same formula, charge and spin: 3.1286 eV. The LUMO energy (spin up / spin down) comes out at 4.41 / 4.39 eV. As for the charge: -1. The calculation puts the orbital gap (spin up / spin down) at 6.6 / 6.6 eV.

[6]
A molecular structure, C22H53CrN4O10 in a non-equilibrium geometry, computed with ωB97M-V/def2-TZVPD.

Cartesian coordinates (Å):
Cr -15.37407 -21.35610 21.72517
C -17.85503 -21.83603 18.49040
C -16.99947 -21.79432 19.72694
O -17.21525 -21.01069 20.68723
O -15.93287 -22.45751 19.84802
H -18.44870 -20.93445 18.34315
H -18.55446 -22.66472 18.61340
H -17.27370 -21.94956 17.57858
C -11.78782 -22.55226 23.20187
C -13.08472 -22.08225 22.63284
O -13.56282 -20.92574 22.82983
O -13.79853 -22.79585 21.87815
H -11.59945 -23.56949 22.85587
H -11.76016 -22.57998 24.28906
H -10.95649 -21.93417 22.85458
C -17.24600 -20.93019 25.28595
C -16.53105 -21.05269 23.97720
O -16.29416 -22.16076 23.40672
O -16.24682 -20.05239 23.25358
H -16.46772 -20.87638 26.04678
H -17.90342 -21.78877 25.38721
H -17.83369 -20.01678 25.26657
C -14.27756 -17.73546 21.64940
C -15.13764 -18.45757 20.60034
C -15.10769 -17.75172 19.23597
O -15.56901 -18.65033 18.26685
C -15.45073 -18.11586 16.97460
N -14.60323 -19.88294 20.50064
H -13.22677 -17.78126 21.36025
H -14.38825 -18.16795 22.64209
H -14.61298 -16.69644 21.73082
H -16.17201 -18.51248 20.94189
H -14.14778 -17.27718 18.99839
H -15.77131 -16.89214 19.42012
H -14.41871 -18.15217 16.60149
H -15.82613 -17.09395 16.88350
H -15.98706 -18.69783 16.22130
H -13.58730 -19.75282 20.53816
H -14.80509 -19.94547 19.49556
C -13.52534 -24.69573 25.43171
C -12.69403 -25.91866 25.80522
C -11.24553 -25.74433 25.37312
O -11.12084 -26.20106 24.03668
C -9.81529 -26.35136 23.57890
N -12.87978 -26.10017 27.25720
H -14.54085 -24.81611 25.80815
H -13.61790 -24.56714 24.35174
H -13.08766 -23.79188 25.86112
H -13.09292 -26.80494 25.31114
H -10.54297 -26.31746 25.99297
H -10.92994 -24.69303 25.39318
H -9.78801 -26.54194 22.51014
H -9.30468 -27.17257 24.10562
H -9.18219 -25.47773 23.79932
H -12.15594 -26.69439 27.65501
H -12.76014 -25.20422 27.72213
C -12.23713 -21.47581 17.65936
C -11.70772 -21.47796 19.07022
C -10.23501 -21.89487 19.16461
O -10.00330 -23.25175 18.83081
C -10.45094 -24.14927 19.82907
N -11.83869 -20.13297 19.65930
H -11.70398 -20.81282 16.97408
H -13.26084 -21.07994 17.66960
H -12.33928 -22.48626 17.26717
H -12.30968 -22.17238 19.65929
H -9.85911 -21.62843 20.16069
H -9.58930 -21.32640 18.48773
H -10.19344 -25.15775 19.50619
H -11.53089 -24.11085 19.98832
H -9.91756 -23.96611 20.76952
H -11.40119 -19.39023 19.11367
H -11.24136 -20.09229 20.48936
C -10.88106 -18.73964 24.20801
C -9.46884 -18.42023 23.70519
C -9.30940 -18.83844 22.24738
O -9.24416 -20.24177 22.15087
C -7.94727 -20.78229 22.34710
N -9.31805 -16.95812 23.84204
H -11.05289 -18.29785 25.19021
H -11.03936 -19.81916 24.25412
H -11.66722 -18.35356 23.55746
H -8.75104 -18.94398 24.34756
H -8.50668 -18.32419 21.70280
H -10.22204 -18.51610 21.73475
H -7.90391 -21.83086 22.07317
H -7.51496 -20.59033 23.33186
H -7.29712 -20.22663 21.65645
H -8.39389 -16.65419 23.54948
H -9.42560 -16.71101 24.81736

Forces on atoms 1 to 3 (eV/Å):
Cr -1.8181 1.8771 1.3314
C -0.4212 0.0582 0.1122
C 1.9187 0.1464 0.2107

The LUMO energy (spin up / spin down) comes out at 0.12 / 0.56 eV. As for the charge: 0. The calculation puts the orbital gap (spin up / spin down) at 8.7 / 9.8 eV. The spin multiplicity is 4.

- Look up the charge of the third one.
  0